The following is a quantum chemistry calculation of a molecular structure, C28H18Cl76F4PS in a non-equilibrium geometry, from the Open Molecules 2025 dataset.

Geometry as XYZ:
```
128
Properties=species:S:1:pos:R:3:forces:R:3
Cl -0.7656 -4.7184 0.3587 0.023 -0.054 -0.108
Cl -5.2165 0.6757 -0.0502 -0.133 -0.013 0.082
Cl 4.7097 -5.9129 -7.8770 -0.568 -3.590 -2.351
Cl 8.7635 1.7904 -5.1331 0.009 0.091 -0.026
Cl -1.0728 -4.5613 3.2172 -0.437 0.221 0.209
Cl 4.6211 5.7337 -0.7173 -0.146 -0.234 -0.033
Cl -8.2825 0.0082 12.7954 -0.032 -0.066 0.071
Cl 9.7535 2.4495 2.5178 0.003 -0.019 0.109
Cl 7.6484 0.5686 -2.7814 -0.072 0.056 0.061
Cl 2.6708 -5.9707 5.1025 0.031 0.092 0.068
Cl -11.7354 -3.2722 -1.9506 -0.033 -0.074 0.079
Cl -8.3063 0.0578 -5.3523 -0.117 -0.029 -0.123
Cl -4.2457 0.0177 -10.0632 -0.020 0.025 -0.111
Cl 2.3633 7.9704 1.2887 -0.094 -0.113 -0.017
Cl -2.3912 -2.6501 1.5324 -0.069 0.074 -0.068
Cl 1.3214 -6.4177 2.6042 0.348 -0.279 -0.212
Cl -7.4504 0.6231 -2.6608 0.295 0.230 -0.077
Cl 3.1874 10.7194 1.0574 -0.046 0.107 -0.083
Cl 6.3608 0.2179 -5.3548 0.159 0.341 -0.034
Cl 4.0886 5.6999 4.4240 -0.142 0.000 -0.132
Cl -12.8951 3.1319 12.4111 -0.008 -0.092 0.069
Cl 2.8204 -8.0929 -8.0005 -0.019 0.019 0.024
Cl -10.1112 -0.9012 -2.1612 -0.247 -0.238 -0.110
Cl 6.2947 3.9486 -2.2186 0.057 -0.210 -0.120
Cl 1.0580 -8.3256 4.7375 -0.072 -0.065 0.043
Cl -4.4089 0.6289 -7.2575 0.062 0.032 -0.047
Cl 0.4829 -2.5802 1.8491 0.063 -0.064 -0.253
Cl 1.8856 -5.3656 -7.9703 -0.066 0.109 -0.057
Cl 7.1639 6.6414 -1.7030 0.109 0.075 0.022
Cl -6.1056 1.5658 11.7341 -0.290 0.006 0.424
Cl -11.4596 5.6093 12.1266 0.091 0.067 0.054
Cl -6.3638 -1.0797 1.9174 0.005 -0.136 0.029
Cl 0.7623 1.7381 3.7181 0.057 0.039 -0.143
Cl -11.5972 0.8800 5.1453 -0.053 -0.061 0.038
Cl -2.0399 2.3123 8.5643 0.096 0.167 0.405
Cl -6.1753 1.9277 -4.8827 0.042 -0.001 0.094
Cl -0.7673 1.9054 -1.8357 0.086 0.033 -0.109
Cl 4.4944 0.8629 8.1156 0.064 -0.032 0.036
Cl -10.0532 3.1707 5.9584 0.023 0.068 0.084
Cl 2.1328 0.5377 6.4951 0.274 -0.276 0.244
Cl -8.7968 2.5800 11.6087 -0.100 0.133 0.011
Cl 6.7885 4.8197 4.8893 0.066 -0.117 -0.039
Cl -10.6956 2.7762 3.1795 -0.012 0.064 -0.106
Cl 3.5654 -8.0710 3.3476 0.080 -0.044 -0.035
Cl -11.9722 3.9704 9.8202 0.057 -0.058 -0.154
Cl 3.7689 2.8630 6.1687 0.038 0.076 0.007
Cl 3.0532 -6.5035 -5.6075 0.497 -0.979 -0.969
Cl -8.0130 0.3655 9.9526 -0.053 -0.092 -0.161
Cl -1.9270 0.8560 3.3421 -0.359 -0.078 0.629
Cl -10.5470 -2.5907 -4.4718 0.100 -0.035 -0.097
Cl -0.3584 -0.9104 -1.3281 0.039 -0.179 0.036
Cl 4.0494 9.1443 3.3059 -0.674 0.490 -0.355
Cl 2.1948 2.5381 8.5616 -0.069 0.053 0.054
Cl -3.1269 2.0420 11.2208 0.253 0.007 -0.078
Cl -8.7987 1.0463 4.4746 0.013 -0.076 0.058
Cl 5.4452 6.4439 6.8487 -0.029 0.016 0.109
Cl -12.6977 -0.9955 -3.4265 -0.074 0.071 -0.031
Cl -0.9900 1.4536 5.9963 -0.164 -0.125 -0.482
Cl -1.9237 -0.2979 -8.3947 0.117 0.006 0.025
Cl 8.9802 3.9937 0.2168 0.031 0.250 -0.038
Cl -4.0644 4.1403 9.4877 -0.037 0.088 0.002
Cl 6.2522 7.5946 4.3374 0.729 -0.463 0.363
Cl -4.1571 -2.1010 -8.1208 -0.008 -0.125 0.047
Cl -2.9571 0.0484 -2.1143 0.204 -0.001 -0.041
Cl 10.8381 1.8147 -0.0701 0.056 -0.056 -0.065
Cl -0.0165 -0.8980 4.6308 -0.182 0.168 0.055
Cl -14.1382 5.3708 11.0975 -0.084 0.055 -0.016
Cl 5.1028 8.6042 0.6849 0.177 0.206 0.073
Cl 4.9990 6.1606 -3.5388 -0.032 0.020 -0.088
Cl 8.8846 -1.0615 -4.7902 0.040 -0.139 -0.054
Cl 8.0561 1.3059 0.4916 -0.157 -0.217 0.079
Cl -1.8565 0.6726 0.5125 0.178 0.019 -0.486
Cl -4.7381 1.4036 8.9004 0.160 -0.042 -0.313
Cl -6.0965 1.7257 2.4765 0.137 0.123 0.033
Cl -8.0441 0.8278 0.5570 0.028 -0.003 0.066
Cl -5.7685 -0.9089 -4.4105 0.099 -0.054 0.028
S 3.2672 -3.1507 -5.0680 -0.645 1.307 -0.780
P 2.3336 -1.2167 -4.8703 0.249 1.048 -0.929
F 3.5575 -3.4473 -2.4920 0.739 3.872 4.542
F 2.3084 -6.0519 -3.1473 1.348 -7.026 2.378
F 4.2126 -4.9398 -3.6580 4.453 -3.367 -0.883
F 1.4214 -4.8135 -4.4633 -4.557 0.792 -5.130
C -0.9415 -3.6211 1.7423 0.016 0.036 0.121
C -11.2715 -1.9387 -3.0059 -0.092 0.024 0.198
C 2.1562 -7.1988 3.9482 0.046 -0.027 0.014
C 5.3486 -3.7288 -6.6623 0.525 1.752 0.831
C -10.2880 1.9681 4.6923 -0.030 -0.029 -0.004
C -6.4257 0.5375 1.2207 -0.164 0.074 0.045
C -3.4973 2.4756 9.5455 -0.124 -0.044 -0.002
C 5.7655 5.6230 -2.0469 -0.056 -0.002 0.068
C 5.0972 -3.0704 -7.9745 -0.249 -0.343 0.290
C -6.9306 0.4205 -4.3299 -0.023 0.120 0.064
C -1.4994 0.4389 -1.1837 -0.231 0.071 -0.137
C 0.5236 -1.5027 -4.9345 1.859 -0.091 0.335
C 3.1504 1.6989 7.3414 0.033 0.021 -0.040
C 6.8117 -4.0568 -6.5835 -0.967 0.141 0.278
C 3.1160 -6.4803 -7.3689 0.033 -0.262 -0.167
C 9.4167 2.3939 0.7931 0.027 0.066 -0.018
C 3.2871 -4.1014 -3.5157 -2.005 0.030 -2.050
C 3.6775 9.1135 1.5849 -0.059 0.139 0.109
C 5.0245 -2.8405 -5.5031 -1.140 -0.989 0.057
C -3.6895 -0.4355 -8.4592 -0.047 0.036 -0.020
C 2.6148 -0.4967 -3.2295 0.498 -0.828 0.030
C -12.6189 4.5211 11.3638 -0.014 -0.007 0.026
C 1.9963 -4.8823 -3.3538 0.664 4.748 1.694
C 4.0655 -0.3582 -2.8278 -1.158 -0.474 -0.392
C -7.7991 1.1323 11.5275 -0.014 0.029 0.056
C 5.6456 6.1420 5.1270 0.145 0.032 0.024
C -0.5416 0.7842 4.4303 0.208 0.094 0.077
C 7.9200 0.3866 -4.5103 0.070 0.008 -0.028
H 2.2362 0.4866 -3.2984 -0.890 1.217 -0.429
H 1.3824 -4.4954 -2.5987 -0.972 0.820 1.584
H 4.6240 -1.1485 -3.2412 1.158 -0.764 -0.461
H 0.1171 -1.3449 -3.9863 -0.759 0.009 1.574
H 5.6031 -3.1068 -4.6652 0.665 -0.132 1.298
H 6.9928 -4.8492 -5.9231 0.421 -1.279 0.998
H 4.1332 -0.4170 -1.7866 0.212 -0.129 1.690
H 5.6935 -2.2196 -8.1169 0.733 1.504 -0.026
H 2.0349 -0.9498 -2.4654 -0.527 -0.700 0.599
H 0.2828 -2.4511 -5.3070 -0.466 -1.363 -0.625
H 4.4144 0.5843 -3.1142 0.920 1.228 -0.639
H 5.3990 -3.7515 -8.7134 0.380 -0.731 -1.276
H 0.1691 -0.7511 -5.5673 -0.699 1.087 -1.206
H 4.0790 -2.8738 -8.1662 -1.359 0.531 -0.145
H 5.1588 -1.8291 -5.7503 -0.179 1.321 0.032
H 7.1379 -4.2881 -7.5462 0.920 -0.610 -1.500
H 7.3399 -3.2118 -6.2447 0.906 1.143 0.335
H 4.7672 -4.6138 -6.6460 -0.101 0.729 1.446
```
Positions in Å, forces in eV/Å.

The spin multiplicity is 1. Its frontier orbital gap is 9.6 eV. As for the calculated total energy: -37190.65143 hartree. Its net charge is +1. The value obtained for the strongest force on any atom is 0.147 Eh/bohr. Its HOMO energy is -11.953 eV.

Here are the Mulliken charges for atoms 1 to 99, given in e: -0.079 0.048 -0.123 -0.077 -0.041 -0.032 -0.104 -0.083 -0.015 -0.090 -0.104 -0.075 -0.088 -0.109 -0.002 -0.004 0.052 -0.095 -0.111 -0.056 -0.086 -0.087 0.012 0.040 -0.093 -0.005 -0.054 -0.101 -0.100 -0.024 -0.095 -0.104 -0.021 -0.102 -0.042 -0.118 -0.121 -0.108 -0.074 0.017 -0.043 -0.067 -0.107 -0.107 -0.049 -0.013 -0.035 -0.105 -0.009 -0.095 0.004 -0.069 -0.098 -0.132 -0.057 -0.081 -0.097 0.081 -0.099 -0.036 -0.088 -0.097 -0.109 -0.044 -0.097 -0.042 -0.104 -0.061 -0.104 -0.102 -0.097 0.156 -0.056 -0.095 -0.035 -0.089 0.243 0.191 -0.247 -0.269 -0.265 -0.151 0.168 0.276 0.287 1.783 0.343 0.217 0.328 0.197 -1.946 0.223 -0.004 -0.836 0.194 -1.845 0.502 0.315 0.808

---

The following is a quantum chemistry calculation of a molecular structure, C28H18N2O9PdS3, from the Open Molecules 2025 dataset.

Geometry as XYZ:
```
61
Properties=species:S:1:pos:R:3:forces:R:3
Pd 0.3952 2.1127 -0.5449 0.062 0.012 0.153
S 0.6452 1.6320 2.7730 0.047 0.026 -0.052
S -0.2280 -1.2346 -0.0390 0.061 -0.014 0.046
S -2.6627 1.8581 0.3185 -0.019 -0.016 -0.050
O -3.5101 2.2485 1.4103 0.001 0.001 0.007
O 1.6610 1.2724 3.7476 0.005 -0.008 -0.002
O -1.9449 0.6984 4.1393 0.001 0.012 0.007
O -1.4261 2.7031 0.2689 -0.039 -0.001 0.001
O -0.2629 2.6764 3.1431 -0.005 0.008 -0.004
O 1.2871 1.9040 1.4463 -0.025 0.005 0.049
O -0.4575 -0.8276 -1.4016 -0.051 -0.033 -0.057
O 1.0781 -1.7754 0.2084 -0.020 -0.027 0.005
O -3.3156 1.7423 -0.9700 0.014 0.006 0.022
N -0.6298 0.0773 0.9801 -0.090 0.016 0.051
N 1.9836 1.2571 -1.6705 0.019 -0.020 -0.047
C -3.5379 -1.6243 3.4928 -0.003 -0.014 -0.010
C 2.3731 0.3637 -3.8671 -0.019 0.005 -0.053
C 3.8465 -0.2523 -2.0910 -0.047 0.027 -0.022
C 0.1599 2.2148 -4.6982 0.000 0.000 -0.034
C -0.9166 3.0304 -4.9934 -0.017 0.011 0.027
C -0.2822 0.0572 2.4428 0.000 -0.061 0.028
C 4.5951 -0.0112 0.5680 0.004 0.011 0.020
C 4.9692 -0.9547 -1.6008 0.012 -0.006 0.011
C -1.5927 -0.1354 3.3307 -0.023 -0.013 -0.029
C -2.0256 0.2205 0.6615 0.013 0.039 0.032
C 5.3399 -0.8410 -0.2920 -0.005 -0.008 -0.017
C -0.0433 -2.3445 2.6648 -0.045 -0.004 -0.009
C -2.2330 -1.4037 3.0810 0.032 0.016 0.009
C 1.6540 1.1753 -2.9547 0.002 0.000 0.017
C 3.0900 0.5687 -1.2224 0.033 -0.039 -0.005
C -1.5027 -2.4235 2.2484 0.022 0.006 -0.017
C -2.0997 -3.7810 2.4704 -0.017 -0.034 0.000
C 3.4424 -0.3479 -3.4410 0.019 -0.006 0.054
C -0.2385 2.5268 -2.3168 -0.017 0.062 -0.125
C 0.5410 -1.1635 2.7980 0.061 0.035 -0.002
C 3.5023 0.6796 0.1231 0.005 0.009 0.010
C -1.6690 -2.0910 0.6255 0.041 0.006 -0.016
C -1.3196 3.3483 -2.6307 -0.031 0.013 0.007
C -2.6184 -0.9440 0.4074 -0.027 -0.023 -0.022
C -1.6500 3.5975 -3.9532 0.027 -0.025 -0.007
C -4.1817 -2.8379 3.3170 -0.005 0.018 0.012
C -3.3827 -3.9338 2.8784 0.024 0.011 -0.014
C 0.5002 1.9704 -3.3669 0.005 0.002 0.029
H 6.1946 -1.3879 0.0872 0.002 -0.004 -0.008
H 3.9938 -0.9948 -4.1146 -0.007 0.001 -0.008
H 4.8772 0.0752 1.6100 -0.008 0.005 0.000
H -5.2014 -2.9911 3.6457 0.000 0.001 0.000
H -3.7931 -4.9404 2.9239 -0.009 0.002 0.006
H -1.9029 -2.9985 0.0733 0.002 -0.003 -0.001
H -1.4969 -4.6440 2.1973 0.008 0.007 0.006
H -1.1864 3.2256 -6.0246 0.005 -0.002 -0.002
H -1.9149 3.7702 -1.8350 0.006 -0.003 -0.003
H 2.9177 1.2869 0.8000 -0.001 -0.001 0.000
H 0.7376 1.7842 -5.5078 0.003 -0.002 0.005
H 0.4894 -3.2666 2.8716 -0.003 -0.004 -0.001
H -4.0362 -0.7930 3.9817 -0.007 -0.006 0.002
H -2.4993 4.2329 -4.1775 -0.001 0.000 -0.004
H 5.5208 -1.5876 -2.2875 0.002 -0.001 0.003
H 1.5593 -1.0249 3.1279 -0.004 0.001 0.000
H -3.6222 -1.0535 0.0267 -0.001 0.002 0.002
H 2.0308 0.2990 -4.8892 0.007 -0.001 0.001
```
Positions in Å, forces in eV/Å.

The spin multiplicity is 1. Its frontier orbital gap is 4.8 eV. As for the calculated total energy: -3186.91893 hartree. Its net charge is -2. The value obtained for the strongest force on any atom is 0.003 Eh/bohr. Its HOMO energy is -0.750 eV.

What are the Mulliken partial charges on each atom? They are as follows, in elementary charge units: -0.066 1.464 1.332 1.675 -0.720 -0.854 -0.716 -0.800 -0.683 -0.672 -0.737 -0.675 -0.747 0.509 -0.466 -0.278 -0.842 1.516 -0.584 -0.731 1.079 -0.645 -0.898 -0.465 -0.184 -0.495 -1.148 -0.045 1.502 -0.122 2.797 -1.868 -0.896 -0.198 -1.215 -0.419 -0.187 0.011 -1.430 -0.683 -1.264 -0.106 0.643 0.369 0.378 0.455 0.344 0.366 0.694 0.296 0.351 0.455 0.733 0.273 0.285 0.428 0.373 0.344 0.463 0.419 0.282